Molecular formula: C7H17N2O4P
Method: DFT, ωB97M-V/def2-TZVPD

```
31
Properties=species:S:1:pos:R:3:forces:R:3
C -0.6896 0.0918 1.0512 0.7 2.7 0.2
C 0.5712 -0.2213 -2.3719 0.3 -2.5 1.5
C -0.7081 -1.2104 0.9468 -1.7 -1.5 -0.2
C -0.2101 0.9649 -2.5632 -2.1 3.3 -1.7
C -1.7576 -3.2651 0.4816 -0.2 2.7 -2.5
C 0.3972 3.4065 0.4990 -0.2 0.3 -0.7
C 1.8419 0.6283 3.3899 0.8 -0.9 -3.0
N 0.0186 -1.3405 -1.9218 -1.5 0.5 -0.4
N 0.3949 -2.5761 -1.7782 -0.4 -0.7 0.7
O 1.9797 -0.0436 0.4486 0.1 -0.4 0.1
O -1.9117 -1.8696 0.9039 1.2 0.3 -0.1
O 0.8946 2.1497 0.0561 -0.2 1.0 -0.5
O 1.2663 1.5351 2.3943 -0.1 -1.3 -0.4
P 0.9558 0.8826 0.9382 -0.5 -1.4 1.5
H -1.6448 0.6476 1.1564 0.8 -0.3 -0.1
H 1.6448 -0.2371 -2.3475 0.3 0.0 -0.5
H 0.1851 -1.7970 0.8122 0.2 -0.2 0.0
H 0.4080 1.9773 -2.4720 -1.2 -2.4 -0.8
H -0.9661 1.1214 -1.7923 0.0 -0.3 0.4
H -0.9403 0.8842 -3.5429 2.2 0.6 1.9
H -2.7089 -3.4836 -0.0075 0.2 -0.2 -0.1
H -1.7337 -3.7739 1.3732 0.8 -1.9 1.7
H -0.9030 -3.2233 -0.2768 -0.9 -1.2 1.2
H 0.9993 4.1706 -0.0080 -0.2 -0.1 0.5
H 0.3447 3.4825 1.5672 0.6 0.2 0.5
H -0.6238 3.4964 0.1820 -0.6 0.1 -0.5
H 1.1508 0.0229 3.8648 -2.2 -0.6 1.1
H 2.2764 1.3150 4.0285 1.4 0.7 1.5
H 2.4846 -0.1970 2.9305 -0.1 1.8 0.3
H -0.9949 -1.3992 -1.6194 1.2 1.3 -0.9
H 1.3615 -2.7047 -1.9583 1.3 0.3 -0.4
```
Forces are in eV/Å.

Results
**E_LUMO (alpha / beta)**: 0.8015 / 0.8015 eV
**E**: -27990.8565 eV
**M**: 224.197 g mol⁻¹
**HOMO energy (alpha / beta)**: -7.3 / -7.3 eV
**Strongest force on any atom**: 4.226 eV/Å
**Relative energy (zero: lowest compared OMol25 entry of this formula, charge and spin)**: 4.065 eV